DFT (ωB97M-V/def2-TZVPD) results for C31H23BrN7O4Zn as an isolated structure.

Output
Energy above the lowest of the compared OMol25 structures with the same formula, charge and spin in kJ/mol: 6.79
Frontier orbital gap in eV: 7.687
Calculated total energy in a.u.: -6232.52854
Charge: +1
E_LUMO in eV: -3.8006
HOMO energy in eV: -11.487

Geometry (Å):
Zn 0.1320 -0.3131 -0.6033
C -4.2201 -1.0807 0.8111
O -3.3313 -2.2166 1.0465
C -2.1291 -1.8047 0.6785
N -1.9670 -0.6166 0.2562
C -3.2703 0.0611 0.3614
C -3.2367 1.2360 1.3172
C -4.4189 1.9419 1.5297
C -4.4402 3.0361 2.3778
C -3.2783 3.4371 3.0248
C -2.1020 2.7353 2.8202
C -2.0790 1.6382 1.9680
C -0.9761 -2.7191 0.8381
C -1.0128 -3.9934 1.3774
C 0.1976 -4.6547 1.5530
C 1.3909 -4.0224 1.2255
C 1.3185 -2.7451 0.6962
N 0.1615 -2.1377 0.4865
C 2.4661 -1.8507 0.4260
N 2.2969 -0.6555 0.0240
C 3.6224 -0.0068 0.0398
C 4.5734 -1.1680 0.4368
O 3.6825 -2.2924 0.6967
C 3.7195 1.1819 0.9756
C 4.9812 1.7274 1.2051
C 5.1311 2.8376 2.0191
C 4.0185 3.4228 2.6088
C 2.7620 2.8852 2.3816
C 2.6118 1.7680 1.5696
H -4.7355 -0.8623 1.7421
H -4.9350 -1.3780 0.0476
H -3.5516 0.4193 -0.6280
H -5.3286 1.6418 1.0197
H -5.3636 3.5786 2.5307
H -3.2925 4.2990 3.6780
H -1.1950 3.0383 3.3269
H -1.1515 1.1070 1.8043
H -1.9561 -4.4386 1.6599
H 0.2113 -5.6513 1.9726
H 2.3518 -4.4887 1.3891
H 3.8417 0.3392 -0.9711
H 5.1202 -0.9632 1.3529
H 5.2629 -1.4687 -0.3481
H 5.8590 1.2928 0.7378
H 6.1173 3.2475 2.1920
H 4.1332 4.2993 3.2322
H 1.8869 3.3420 2.8252
H 1.6230 1.3742 1.3867
O -0.5028 -2.4942 -6.3515
C -0.2927 -2.1421 -5.0830
C -0.8623 -2.7968 -3.9906
C -0.5851 -2.3249 -2.7347
N 0.2184 -1.2783 -2.4842
C 0.7618 -0.6745 -3.5459
Br 1.8567 0.8222 -3.2314
C 0.5469 -1.0577 -4.8483
H -1.1186 -3.2344 -6.4187
H -1.5209 -3.6446 -4.1235
H -1.0272 -2.8015 -1.8691
H 1.0030 -0.5296 -5.6720
O 0.1946 1.6113 -0.4820
N -0.3892 2.7045 -0.8376
C -1.3369 2.6775 -1.7205
C -1.9682 3.9198 -2.0704
N -2.5049 4.8839 -2.3876
C -1.8059 1.4830 -2.3693
N -2.1684 0.5168 -2.8783

Atom charges from the Mulliken analysis, given in e for atoms 1 to 8:
1. Zn 1.247
2. C -0.508
3. O -0.485
4. C -0.033
5. N 0.151
6. C -0.312
7. C 0.121
8. C -0.489